(1)
Here is a structure of composition C23H22F6N5O3SY from the OMol25 dataset. Energies are from ωB97M-V/def2-TZVPD.

Last column: Löwdin charge in e.
Atoms and positions in Å:
1 H -5.20986 -0.35583 -3.50664  0.143
2 C 7.80786 1.42338 3.44181  -0.129
3 H -2.65252 -3.04064 -4.85241  0.147
4 O 1.56892 1.99859 3.23722  -0.195
5 H -3.38365 -2.03369 1.97328  0.161
6 S 4.26445 1.17262 0.53139  0.603
7 C 0.18632 0.98768 0.85587  -0.263
8 C -0.68701 -0.66425 2.37095  0.070
9 H 2.76840 5.80056 3.08104  0.118
10 C 5.75204 2.25567 2.61615  -0.199
11 H 0.78003 4.76770 2.82156  0.101
12 H -3.10870 -1.97574 -0.50263  0.114
13 H -3.07882 -0.67011 -5.68722  0.145
14 C -4.09595 -0.74324 -5.30655  -0.072
15 C -2.49253 -0.63948 -2.04608  -0.133
16 H -3.85805 0.73447 -3.79356  0.137
17 H -4.77461 -0.18222 -5.94616  0.145
18 C 5.62718 1.27656 1.65144  -0.535
19 C -0.72764 0.43110 -0.12565  -0.044
20 H -4.06322 -4.08503 -4.54932  0.143
21 H -4.42038 -2.53066 -6.34802  0.189
22 F 8.70396 -0.48614 2.42608  0.156
23 C -3.67260 -3.07185 -4.47392  -0.072
24 C -2.44439 -1.16931 -0.77256  0.078
25 H 0.74028 5.80997 1.56558  0.111
26 N 1.23061 5.00275 1.93923  -0.066
27 F 6.82479 3.34412 4.40541  0.143
28 C -2.35110 -2.32367 1.82408  -0.250
29 H -1.20521 -3.76216 0.58839  0.118
30 H -4.75610 -2.66345 -2.65102  0.143
31 C -1.55451 -0.65563 0.18419  -0.098
32 Y 2.61776 2.86171 1.65341  1.407
33 N 2.62689 5.28976 2.21215  -0.090
34 N -3.32401 -1.15389 -3.04163  -0.092
35 O 0.95320 1.94373 0.50690  -0.158
36 N -4.49507 -2.19678 -5.38551  0.066
37 H -0.11264 1.77162 -1.69931  0.143
38 C 7.73747 0.41561 2.48999  -0.130
39 H -0.75798 -3.34856 2.99133  0.118
40 H -2.90929 -4.29628 0.96812  0.110
41 H -3.06646 -3.13949 -2.44407  0.138
42 C -0.77504 0.96228 -1.42657  0.097
43 C -1.79375 -3.40823 2.68733  -0.066
44 C -1.62125 0.43153 -2.34503  -0.184
45 C -4.16726 -0.30354 -3.85689  -0.124
46 F 8.82907 1.48353 4.28057  0.158
47 C 6.66501 0.34953 1.61501  -0.237
48 F -1.61865 0.90316 -3.60791  0.083
49 C -2.06615 -3.67546 1.23817  -0.084
50 N -1.49654 -1.20484 1.45842  0.031
51 F 4.75031 3.21744 2.70758  -0.055
52 F 6.64176 -0.63453 0.72272  0.106
53 H -0.68749 -1.11588 3.35379  0.156
54 H -5.48299 -2.28232 -5.13131  0.186
55 C 0.14827 0.40340 2.14260  -0.013
56 C 6.79568 2.36555 3.50826  -0.144
57 C -3.73849 -2.53547 -3.05085  -0.136
58 H 2.97543 5.89307 1.47177  0.112
59 H -2.45332 -3.82736 3.43269  0.119
60 C 0.99842 0.80762 3.32642  -0.549
61 O 1.10915 0.07105 4.26988  0.124

Computed properties:
E, hartree: -2424.4676
Relative energy (zero: lowest compared OMol25 entry of this formula, charge and spin), kJ/mol: 16.91
Spin multiplicity: 1
Net charge: +2
M, g/mol: 651.42
Lowest unoccupied orbital energy, eV: -5.2



(2)
Here is a structure of composition C5H12N4 in a non-equilibrium geometry from the OMol25 dataset. Energies are from ωB97M-V/def2-TZVPD.

Last column: Löwdin charge in e.
Atoms and positions in Å:
1 N 0.08185 -0.52624 -2.10738  0.223
2 H -0.44259 -0.69499 2.08404  0.108
3 H -1.24867 0.82276 1.56871  0.096
4 H -0.51656 1.18547 0.57766  0.160
5 C -0.98762 -0.75366 -0.02488  -0.159
6 H -0.13095 2.20046 -0.97183  0.178
7 N 1.76017 -1.91730 0.47477  0.364
8 C 1.60809 -0.80207 0.18866  -0.163
9 H -2.03064 -0.67608 -0.46904  0.180
10 N 0.12411 -0.29426 -0.84845  -0.114
11 H 1.36657 -2.81930 0.38917  0.142
12 C 1.48389 1.59981 0.10871  -0.022
13 C 2.15788 0.49751 0.42786  0.038
14 H -0.72671 -0.29678 -2.63210  0.156
15 H 2.09079 2.45551 0.25194  0.148
16 H 3.11484 0.39749 0.83526  0.136
17 H 0.89170 -0.81243 -2.61270  0.164
18 H -0.83040 -1.78600 0.01213  0.118
19 C -1.08521 -0.20585 1.38262  -0.041
20 N 0.16020 1.46380 -0.33995  0.143
21 H -1.93968 -0.63641 1.91974  0.144

Computed properties:
E, hartree: -415.8792
Relative energy (zero: lowest compared OMol25 entry of this formula, charge and spin), kJ/mol: 536.45
Spin multiplicity: 1
Net charge: +2
M, g/mol: 128.18
Lowest unoccupied orbital energy, eV: -9.5



(3)
Here is a cluster of 2 separate species, C8H9Br2NO2 in total in a non-equilibrium geometry from the OMol25 dataset. Energies are from ωB97M-V/def2-TZVPD.

Last column: Löwdin charge in e.
Atoms and positions in Å:
1 H -15.40381 -22.38073 -6.64587  0.092
2 C -16.00717 -24.96156 -9.52041  -0.010
3 H -13.47658 -23.81751 -7.55115  0.108
4 H -18.12757 -24.29637 -9.44441  0.099
5 Br -14.29711 -17.40660 -6.00514  0.599
6 O -12.51267 -25.17467 -9.38545  0.072
7 H -11.90975 -18.34204 -6.27094  0.070
8 H -12.68122 -17.90332 -7.78663  0.042
9 C -15.52825 -23.01463 -7.51136  -0.052
10 H -17.67224 -22.65370 -7.71433  0.092
11 C -13.29183 -19.78385 -7.15252  -0.694
12 C -14.71317 -24.75362 -9.05287  -0.176
13 H -14.22360 -19.92294 -7.70074  0.045
14 Br -11.96954 -20.58939 -8.41713  0.597
15 H -16.21825 -25.77775 -10.19544  0.115
16 O -13.92199 -26.64614 -10.09174  0.068
17 C -14.44520 -23.81898 -8.02882  0.023
18 N -13.66672 -25.57625 -9.52614  -0.349
19 H -13.41057 -20.42258 -6.27729  0.060
20 C -12.83330 -18.42806 -6.84343  -0.714
21 C -16.82329 -23.23329 -8.04564  -0.057
22 C -17.10106 -24.16609 -9.13505  -0.030

Computed properties:
E, hartree: -5663.3914
Relative energy (zero: lowest compared OMol25 entry of this formula, charge and spin), kJ/mol: 51.00
Spin multiplicity: 1
Net charge: 0
M, g/mol: 310.97
Lowest unoccupied orbital energy, eV: -0.7



(4)
Here is a cluster of 2 separate species, Cl2H3N2P in total in a non-equilibrium geometry from the OMol25 dataset. Energies are from ωB97M-V/def2-TZVPD.

Last column: Löwdin charge in e.
Atoms and positions in Å:
1 Cl -1.64123 -2.39966 0.15277  0.277
2 H -0.97354 -1.54956 0.84505  -0.308
3 N 2.08197 0.17384 -1.71259  -0.238
4 N 0.91013 0.66539 0.90412  -0.283
5 H 2.40330 1.13248 -1.80709  -0.013
6 P 1.49694 -0.13573 -0.29652  0.217
7 H 0.47783 0.17646 1.77426  0.031
8 Cl 1.70563 -2.04012 0.17477  0.317

Computed properties:
E, hartree: -1373.0302
Relative energy (zero: lowest compared OMol25 entry of this formula, charge and spin), kJ/mol: 214.13
Spin multiplicity: 1
Net charge: 0
M, g/mol: 132.92
Lowest unoccupied orbital energy, eV: -0.1



(5)
Here is an isolated molecule of C5H14N2O in a non-equilibrium geometry from the OMol25 dataset. Energies are from ωB97M-V/def2-TZVPD.

Last column: Löwdin charge in e.
Atoms and positions in Å:
1 C 0.13671 -0.20763 0.35158  -0.208
2 C 1.18698 1.53334 -1.03495  -0.221
3 H -2.19720 -1.04833 1.27587  0.067
4 N 0.30780 0.35803 -0.97831  -0.055
5 C 0.24744 -2.65976 1.14524  -0.080
6 H 1.12696 -0.30304 0.76949  0.113
7 H -0.57311 0.63059 -1.41149  0.116
8 H 1.17780 3.70370 -0.85608  0.116
9 O -0.41600 3.01387 0.13823  -0.096
10 H 1.26299 -2.84194 0.77366  0.077
11 C 0.48075 2.87470 -0.99707  -0.232
12 H -0.12990 3.05488 -1.89374  0.113
13 H 1.77340 1.50085 -1.94465  0.104
14 H -0.49697 0.36209 1.03582  0.107
15 N -1.91838 -1.58460 0.45731  0.025
16 H -0.28672 -3.61136 1.10394  0.069
17 H -0.29777 -1.94388 -0.74899  0.122
18 C -0.46003 -1.62418 0.27815  -0.451
19 H 0.36786 -2.40959 2.20034  0.073
20 H 1.96001 1.51878 -0.26536  0.117
21 H -2.29298 -2.52154 0.40899  0.062
22 H -0.95964 2.20501 0.19201  0.061

Computed properties:
E, hartree: -383.6265
Relative energy (zero: lowest compared OMol25 entry of this formula, charge and spin), kJ/mol: 194.71
Spin multiplicity: 1
Net charge: 0
M, g/mol: 118.18
Lowest unoccupied orbital energy, eV: 1.0



(6)
Here is an isolated molecule of C4H11NS2 in a non-equilibrium geometry from the OMol25 dataset. Energies are from ωB97M-V/def2-TZVPD.

Last column: Löwdin charge in e.
Atoms and positions in Å:
1 H -1.12188 -0.32437 1.44535  -0.007
2 N 0.32647 1.44078 -0.33550  -0.087
3 H 0.23020 0.40011 1.96594  0.088
4 S -0.74114 -2.60585 3.10436  0.312
5 C 1.09308 1.89008 -1.57271  -0.073
6 H 1.94046 1.38043 -1.65822  0.017
7 C 0.23487 -0.01114 -0.22766  -0.441
8 H 1.36418 2.90863 -1.50902  0.060
9 H 0.51855 1.65051 -2.51800  0.096
10 C -0.15827 -0.33243 1.25516  -0.455
11 H -0.82227 -0.80086 -2.19103  0.049
12 C -0.91091 -0.61830 -1.16233  -0.045
13 H -1.85827 -0.17847 -0.87392  0.079
14 H -0.50484 1.90760 -0.23727  0.064
15 H 1.19187 -0.34252 -0.57298  0.114
16 S 0.40040 -2.09741 1.50417  0.444
17 H -0.84813 -1.61282 -0.74441  0.027
18 H -0.33436 -2.65397 4.32806  -0.239

Computed properties:
E, hartree: -1010.0558
Relative energy (zero: lowest compared OMol25 entry of this formula, charge and spin), kJ/mol: 216.93
Spin multiplicity: 1
Net charge: 0
M, g/mol: 137.27
Lowest unoccupied orbital energy, eV: 0.5



(7)
Here is a cluster of 2 separate species, C6H12NO in total in a non-equilibrium geometry from the OMol25 dataset. Energies are from ωB97M-V/def2-TZVPD.

Last column: Löwdin charge in e.
Atoms and positions in Å:
1 H -1.79947 1.42217 -4.59544  -0.041
2 H 1.05517 -1.38551 0.03796  0.122
3 H -0.34119 0.86066 2.38958  0.182
4 C 2.70681 -2.11875 1.28075  0.077
5 C 0.03675 0.80194 0.28297  0.215
6 H -2.03614 0.27140 0.50742  0.169
7 H 1.19133 -1.21189 2.90867  0.116
8 C 0.58932 -1.01485 2.03632  -0.189
9 C 0.41356 0.43311 1.69793  -0.142
10 C -1.25083 0.55844 -0.24274  -0.171
11 H -0.41636 -1.50680 2.15392  0.149
12 H -2.89142 2.69283 -4.91937  0.056
13 H 0.62088 1.61861 -0.18406  0.177
14 H 1.31255 0.92602 1.94423  0.120
15 H -3.10698 1.25595 -3.76181  0.036
16 O -1.58163 0.68053 -1.44021  0.151
17 H 2.89851 -2.18262 2.33669  0.074
18 H 3.57174 -2.48646 0.78133  0.077
19 N -2.50323 1.98243 -4.24038  0.010
20 C 1.53064 -1.59718 1.02622  -0.186

Computed properties:
E, hartree: -365.3443
Relative energy (zero: lowest compared OMol25 entry of this formula, charge and spin), kJ/mol: 538.39
Spin multiplicity: 1
Net charge: +1
M, g/mol: 114.17
Lowest unoccupied orbital energy, eV: -8.7



(8)
Here is the ion C2H7BNO2 with charge +1 in a non-equilibrium geometry from the OMol25 dataset. Energies are from ωB97M-V/def2-TZVPD.

Last column: Löwdin charge in e.
Atoms and positions in Å:
1 H -2.72101 0.34881 0.62796  0.178
2 H 1.22373 -2.41446 0.23191  0.144
3 H -2.42172 0.68086 -1.03697  0.229
4 H 2.58340 -0.31847 -0.07442  0.096
5 H -1.49594 -1.50206 0.12487  0.116
6 O 1.53244 -1.49331 0.03220  -0.004
7 C -1.03938 -0.49799 -0.11301  -0.097
8 H 1.28997 2.00817 -0.03708  0.146
9 B 0.43645 -0.44857 -0.01901  -0.344
10 C 1.45155 0.89826 0.02668  0.067
11 N -1.94940 0.58509 -0.03167  0.094
12 H -1.56380 1.48675 0.32857  0.178
13 O 2.67370 0.66693 -0.06003  0.199

Computed properties:
E, hartree: -310.1828
Relative energy (zero: lowest compared OMol25 entry of this formula, charge and spin), kJ/mol: 322.05
Spin multiplicity: 1
Net charge: +1
M, g/mol: 87.89
Lowest unoccupied orbital energy, eV: -5.0



- relative energy (zero: lowest compared OMol25 entry of this formula, charge and spin) of number 4 (Cl2H3N2P)?
  214.13 kJ/mol



- The highest E belongs to which entry?
  C2H7BNO2



- net charge of number 3 (C8H9Br2NO2)?
  0



- Which value of lowest unoccupied orbital energy does entry 2 give?
  -9.5 eV